P.
Formula: C19H28N8O2
Source: the OMol25 dataset
Level of theory: ωB97M-V/def2-TZVPD

The SMILES is Cc1cncc(C(=O)N[C@@H](C)CCNC(=O)[C@@H]2CCCN2Cc2nnn(C)n2)c1. Its LUMO energy is 0.6 eV.

Atoms and positions in Å:
O: 0.5582 0.3303 -0.9998
O: -1.3210 -2.8803 2.4397
N: -4.1429 -0.4510 0.2462
N: 0.0255 -1.3699 1.4247
N: -4.0037 0.6419 -0.4531
N: -3.8661 -1.4473 -0.5571
N: -3.5450 -1.0672 -1.7814
N: -1.3042 -5.4253 -0.7832
N: -0.9368 1.8467 -0.1620
N: -2.2157 2.0172 -2.6046
C: -1.2269 1.2776 1.1683
C: -1.1720 -4.8697 -1.9899
C: -0.7688 -3.2992 0.1781
C: -0.9498 1.2816 -2.5579
C: -0.8333 -3.5420 -2.2070
C: -0.6123 -2.7515 -1.0831
C: 0.0435 -0.4384 2.5479
C: -3.3875 1.1876 -2.8239
C: -2.0876 3.1161 -3.5630
C: -3.9940 -2.8377 -0.1495
C: -0.4183 1.0587 -1.1410
C: -0.7494 -2.9585 -3.5879
C: 0.0268 0.9891 2.0050
C: -0.6204 3.4936 -3.4572
C: -3.6401 0.2510 -1.6898
C: 1.2409 -0.6934 3.4529
C: -1.1146 -4.6470 0.2726
C: 0.0475 2.1206 -3.3862
C: -0.7045 -2.5034 1.4509
H: -0.4442 4.0543 -2.5372
H: -3.5935 -2.9438 0.8558
H: -4.2522 1.8453 -2.9280
H: -1.7457 2.3381 -0.5339
H: -1.3489 -5.5255 -2.8373
H: -1.8080 0.3619 1.0492
H: -1.8736 1.9942 1.6701
H: -3.3036 0.5933 -3.7460
H: -0.2761 4.0937 -4.2977
H: 1.2260 -0.0178 4.3098
H: -1.0471 0.2756 -2.9846
H: -2.7739 3.9243 -3.3068
H: 0.9182 1.1491 1.3967
H: -5.0433 -3.1251 -0.1714
H: 0.0911 1.6788 2.8483
H: -1.5923 -2.2848 -3.7611
H: -3.4253 -3.4410 -0.8502
H: -2.3181 2.7836 -4.5876
H: 0.1697 -2.3849 -3.7163
H: -0.7783 -3.7374 -4.3492
H: -0.3429 -1.7106 -1.2183
H: 0.4737 -1.0675 0.5700
H: -1.2493 -5.0889 1.2524
H: 2.1728 -0.5346 2.9060
H: 1.0394 2.1270 -2.9393
H: -0.8718 -0.6283 3.1130
H: 1.2244 -1.7186 3.8213
H: 0.1356 1.6976 -4.3878


Q.
Formula: C19H28N8O2
Source: the OMol25 dataset
Level of theory: ωB97M-V/def2-TZVPD

The SMILES is Cc1cncc(C(=O)N[C@@H](C)CCNC(=O)[C@@H]2CCCN2Cc2nnn(C)n2)c1. Its LUMO energy is 0.6 eV.

Atoms and positions in Å:
O: -0.4426 -1.5354 3.2590
O: 0.7923 -0.4849 -1.9297
N: -2.2403 -1.3002 -1.2276
N: 0.3420 1.0581 -0.3739
N: -2.2671 -1.6475 0.0437
N: -2.7307 -0.7112 0.8387
N: 0.8855 0.0403 2.3086
N: -3.0279 0.3027 0.0769
N: -1.7894 1.8689 -2.3416
N: 2.4630 -4.4514 2.4543
C: 0.5625 -1.2457 2.6360
C: -0.4583 1.3897 -2.7074
C: -2.7123 -0.0662 -1.1820
C: 0.0171 1.1666 2.6671
C: 2.8501 -3.2688 0.3902
C: 0.2421 2.3357 1.7015
C: -2.0593 2.9631 -3.2668
C: -0.7622 3.7575 -3.2397
C: -0.3351 2.1618 0.2984
C: 2.0729 -2.2151 0.8532
C: 1.4926 -2.2952 2.1121
C: 1.7103 -3.4410 2.8702
C: 0.2540 0.5754 -1.6389
C: -2.8239 0.8451 -2.3574
C: 0.2412 1.5836 4.1154
C: -1.8234 -2.9396 0.5319
C: 0.3204 2.6718 -3.0868
C: 3.4793 -3.2306 -0.9735
C: 3.0086 -4.3558 1.2430
H: -1.7939 -2.8810 1.6162
H: -1.0037 0.7940 2.5559
H: 1.8539 0.2341 2.1002
H: 0.8687 2.5074 -4.0126
H: 3.6011 -5.2073 0.9214
H: -0.1866 3.0826 -0.2678
H: -0.8297 -3.1383 0.1371
H: 1.8845 -1.3775 0.1896
H: -0.7612 4.4230 -2.3761
H: -0.2283 3.2173 2.1413
H: 1.0509 2.9349 -2.3220
H: -3.7906 1.3480 -2.3101
H: 4.4545 -2.7406 -0.9367
H: 0.7268 0.3693 0.2535
H: -1.4093 1.9891 0.3606
H: 3.6296 -4.2358 -1.3664
H: -2.9305 3.5321 -2.9402
H: -0.4740 2.3536 4.4071
H: -2.5138 -3.7116 0.1997
H: -0.5129 0.7165 -3.5750
H: 1.2481 -3.5338 3.8461
H: 2.8534 -2.6714 -1.6691
H: -0.6255 4.3662 -4.1321
H: 0.1131 0.7270 4.7757
H: 1.3153 2.5563 1.6431
H: 1.2493 1.9846 4.2491
H: -2.7921 0.2448 -3.2789
H: -2.2587 2.5848 -4.2846


The most stable of them is P.


P.
Formula: H2NO4S
Source: the OMol25 dataset
Level of theory: ωB97M-V/def2-TZVPD

Its charge is -1. Its LUMO energy is 4.1 eV.

Atoms and positions in Å:
S: 1.1208 0.6447 0.4216
O: -0.5356 -1.2511 -0.3718
O: 0.4675 1.6387 -0.4430
O: -1.5585 0.4199 0.5953
O: 1.9069 -0.4662 -0.2874
N: -0.5679 -0.4807 0.8215
H: 0.3900 -1.4086 -0.6364
H: -1.2231 0.9032 -0.0997


Q.
Formula: H2NO4S
Source: the OMol25 dataset
Level of theory: ωB97M-V/def2-TZVPD

Its charge is -1. Its LUMO energy (spin up / spin down) is 3.9 / 4.0 eV.

Atoms and positions in Å:
S: -1.1378 -0.6389 0.3837
O: -1.4709 0.2012 -0.7583
O: 1.1747 0.4703 0.8291
O: -1.9361 -0.5240 1.5940
O: -0.8288 -1.9931 0.0367
N: 1.5577 0.9106 -0.3753
H: 1.7246 -0.0174 -0.8321
H: 0.9167 1.5912 -0.8777


R.
Formula: H2NO4S
Source: the OMol25 dataset
Level of theory: ωB97M-V/def2-TZVPD

Its charge is -1. Its LUMO energy is 4.2 eV.

Atoms and positions in Å:
S: -1.7847 0.0208 0.0548
O: -2.4524 -1.0925 -0.6184
O: 0.5489 1.1597 0.0493
O: -2.5268 1.2619 -0.0582
O: -1.2145 -0.2311 1.3878
N: -0.1640 0.3790 -0.9248
H: 0.0758 -0.8835 -0.6923
H: 0.1283 0.9421 0.8831


The most stable of them is R.


P.
Formula: C4H10N3
Source: the OMol25 dataset
Level of theory: ωB97M-V/def2-TZVPD

The SMILES is CN1N=CC[C@H]1[NH3+]. Its charge is +1. Its LUMO energy is -3.8 eV.

Atoms and positions in Å:
N: -0.2502 0.8610 1.5651
N: -0.4327 0.4873 -1.4829
N: -0.7719 -0.2017 -0.3998
C: 0.7797 0.8872 -1.4473
C: 1.5396 0.3690 -0.2173
C: 0.4472 -0.1640 0.6865
C: -1.4561 -1.4719 -0.6643
H: 0.4504 1.3175 2.3234
H: -1.6643 -1.5152 -1.7984
H: 1.3953 1.4848 -2.1202
H: -0.9773 0.3128 2.1209
H: -2.4528 -1.3481 -0.2893
H: -0.9894 -2.3179 -0.2416
H: -0.6654 1.5641 0.9967
H: 2.2433 1.2488 0.2002
H: 2.2137 -0.4084 -0.6246
H: 0.5910 -1.1051 1.3931


Q.
Formula: C4H10N3
Source: the OMol25 dataset
Level of theory: ωB97M-V/def2-TZVPD

Its charge is +1. Its LUMO energy (spin up / spin down) is -5.7 / -5.7 eV.

Atoms and positions in Å:
N: -1.7848 0.7189 -0.9806
N: 0.7140 -0.0514 0.7619
N: -0.5914 0.3246 0.9583
C: -0.4906 -1.3814 -0.5740
C: 0.7250 -1.1979 -0.1214
C: -1.4698 -0.2328 -0.0166
C: 1.6773 0.9341 0.2800
H: 1.8137 1.7869 0.8561
H: 1.2094 -0.7647 2.1668
H: -1.0069 0.7253 -1.7689
H: 1.4782 1.2571 -0.7480
H: 1.6237 -1.7637 -0.2618
H: -2.2519 -0.8246 0.4562
H: -1.0264 -2.2421 -0.9464
H: 2.7875 0.7173 0.2875
H: -2.6913 0.6091 -1.3845
H: -0.7158 1.3854 1.0353


R.
Formula: C4H10N3
Source: the OMol25 dataset
Level of theory: ωB97M-V/def2-TZVPD

Its charge is +1. Its LUMO energy is -3.5 eV.

Atoms and positions in Å:
N: 0.3834 -0.6364 1.5035
N: 0.1770 -0.2071 -0.7822
N: -1.9879 1.4166 -0.8784
C: 1.1506 -0.7444 2.4777
C: 0.6443 0.3247 -1.8076
C: -1.6785 0.3535 -0.1908
C: 0.9099 -0.9285 0.2418
H: -1.5530 2.3145 -0.5704
H: 1.9350 -0.7394 0.0415
H: 0.6624 -0.5452 3.3963
H: -1.7748 -0.6681 -0.5940
H: 0.8678 -2.0196 0.0766
H: 1.7332 0.3217 -2.0898
H: -2.3339 1.3367 -1.7492
H: 2.2606 -1.0747 2.3889
H: -1.2366 0.4828 0.8184
H: -0.1595 1.0129 -2.2824


S.
Formula: C4H10N3
Source: the OMol25 dataset
Level of theory: ωB97M-V/def2-TZVPD

Its charge is +1. Its LUMO energy is -3.4 eV.

Atoms and positions in Å:
N: 0.4840 1.1901 0.6630
N: -1.9180 -0.6314 0.1365
N: -0.5454 -1.0196 0.0539
C: 1.7567 -0.6674 -0.6074
C: -2.2328 0.6159 -0.6885
C: -0.0977 1.2132 -0.6852
C: 0.4164 -0.0774 -0.2833
H: 1.6396 -1.3569 -1.4422
H: 2.1576 -1.2215 0.2386
H: -2.2278 -0.5727 1.1240
H: -2.6223 1.3668 0.0223
H: -0.2809 -1.8431 0.5744
H: 0.2602 1.8815 -1.4379
H: 2.4591 0.1071 -0.8990
H: -0.1264 1.2924 1.4681
H: 1.3860 1.6441 0.8085
H: -2.4895 -1.3556 -0.3280


The most stable of them is P.